Density functional theory data (ωB97M-V/def2-TZVPD) for C12H14N2O3S in the gas phase at a distorted geometry.

```
32
C12H14N2O3S (ωB97M-V/def2-TZVPD)
S 2.393 1.038 -1.029
O -4.284 0.651 2.087
O 1.574 -0.403 2.105
O -4.467 0.243 -0.015
N 0.434 -1.363 0.463
N -3.844 0.621 0.957
C 0.604 -1.680 -2.124
C 0.141 1.813 0.362
C 1.576 2.173 0.146
C 1.536 -0.739 0.935
C -1.983 1.130 -0.541
C 2.703 -0.419 0.030
C 0.895 -3.003 -1.477
C -0.673 1.515 -0.729
C -1.695 1.368 1.850
C -2.487 1.051 0.753
C 0.046 -1.983 -0.768
C -0.383 1.748 1.650
H -2.114 1.299 2.842
H -0.238 -1.504 1.208
H 2.957 -1.230 -0.648
H -0.101 -1.660 -2.941
H 1.400 -0.964 -2.236
H 0.412 -3.889 -1.858
H 0.246 1.970 2.498
H -1.017 -2.187 -0.736
H 2.139 2.160 1.078
H 1.666 3.155 -0.322
H -0.262 1.568 -1.725
H 1.891 -3.183 -1.103
H 3.559 -0.186 0.665
H -2.624 0.887 -1.375
```

## Properties
Energy: -1198.97887 a.u.
Highest occupied orbital energy: -9.11 eV
SMILES: O=C(CSCc1ccc([N+](=O)[O-])cc1)NC1CC1
E_LUMO: -0.51 eV
Spin multiplicity: 1